Record 1
15
Properties=species:S:1:pos:R:3:mulliken_charge:R:1 method="wB97M-V/def2-TZVPD" homo_energy_ev=-13.35 e_above_lowest_kcal_mol=4.04 smiles=Cc1[nH]cc(P)[nH+]1 total_charge=+1
P -3.0365 -0.2985 -0.2538 -0.037
N 0.6469 1.2535 0.0871 -0.006
N -0.2305 -0.6831 -0.2967 -0.080
C -0.6840 1.3695 0.3327 -0.173
C 0.9414 -0.0593 -0.2012 0.490
C -1.2600 0.2243 0.0305 -0.036
C 2.1995 -0.6804 -0.3714 -1.221
H -3.2333 0.3642 0.9784 0.107
H 3.0956 -0.0521 -0.7548 0.331
H -0.5067 -1.7140 -0.2458 0.359
H 2.1760 -1.6082 -0.9091 0.337
H 1.2553 2.0288 0.1606 0.182
H -1.1699 2.3801 0.5334 0.353
H -2.8959 -1.5891 0.3726 0.058
H 2.7020 -0.9356 0.5373 0.337



Record 2
15
Properties=species:S:1:pos:R:3:mulliken_charge:R:1 method="wB97M-V/def2-TZVPD" homo_energy_ev=-8.84 e_above_lowest_kcal_mol=88.95 smiles="C[C@@H](C=S)/N=C/N"
S -0.0249 2.3995 1.5325 -0.174
N -1.8155 -0.8054 -1.8053 -0.489
N -0.4458 -1.0783 -0.0375 -0.533
C -0.2444 0.7501 1.7079 -0.238
C 0.5693 -0.2442 0.8733 -0.275
C 1.7291 0.3013 -0.2046 -0.836
C -0.9520 -0.2848 -0.9114 0.040
H -0.7075 0.1058 2.6504 0.267
H -0.7076 0.7844 -0.8231 0.272
H 2.1828 -0.7865 -0.2489 0.269
H 2.4372 1.0551 0.1380 0.329
H -1.7982 -1.8675 -1.5938 0.330
H 1.3946 0.8048 -1.1753 0.280
H 1.0878 -0.9362 1.4857 0.435
H -2.7050 -0.1982 -1.5879 0.322



Record 3
15
Properties=species:S:1:pos:R:3:mulliken_charge:R:1 method="wB97M-V/def2-TZVPD" homo_energy_ev=-8.03 e_above_lowest_kcal_mol=23.64 smiles="C=CCNC(N)=S"
S -2.2613 -0.9715 0.8673 -0.411
N -0.5372 0.7861 -0.1460 -0.131
N 0.4048 -1.1342 0.7483 -0.315
C 0.7610 1.5000 -0.2695 -0.671
C 2.8801 0.4534 -1.2247 -0.701
C 1.6081 0.8503 -1.3648 -0.091
C -0.7252 -0.4317 0.4362 0.205
H 3.4012 0.2382 -2.1454 0.265
H 1.3299 1.4755 0.7285 0.328
H -1.4132 1.2340 -0.3626 0.202
H 1.2469 -0.9448 0.2359 0.168
H 3.4386 0.5134 -0.2882 0.287
H 0.5574 2.4854 -0.4902 0.399
H 1.0514 0.7983 -2.3528 0.222
H 0.3506 -2.0517 1.1194 0.243



Record 4
15
Properties=species:S:1:pos:R:3:mulliken_charge:R:1 method="wB97M-V/def2-TZVPD" homo_energy_ev=-8.42 e_above_lowest_kcal_mol=74.29 smiles="C=CNC(=S)CN"
S 3.1382 -0.4995 -0.0222 -0.312
N -0.2254 1.5720 -0.6168 -0.658
N 0.5431 -1.2271 -0.2482 -0.134
C -0.7827 -1.2623 -0.3599 0.085
C -1.7158 -0.8095 0.4610 -0.984
C 0.9883 1.2175 0.2623 -0.466
C 1.4671 -0.3189 0.0624 0.201
H -1.3851 -0.6906 1.5034 0.270
H 0.9858 -1.9082 -0.7519 0.212
H -2.7962 -0.8446 0.3162 0.319
H 1.7900 1.8658 0.1213 0.483
H -1.1704 1.0431 -0.3825 0.309
H 0.6427 1.1459 1.4331 0.196
H -0.9458 -1.8570 -1.3067 0.222
H -0.5336 2.5735 -0.4716 0.256



Record 5
15
Properties=species:S:1:pos:R:3:mulliken_charge:R:1 method="wB97M-V/def2-TZVPD" homo_energy_ev=-8.09 e_above_lowest_kcal_mol=58.22 smiles="CN(C)/C=N/C=S"
S 3.6221 2.1418 1.1231 -0.253
N -0.5790 -0.2853 -0.3074 0.065
N 1.3100 0.6743 0.4359 -0.367
C -2.0452 -0.4452 -0.3946 -0.775
C 1.9888 1.6435 1.1796 -0.160
C 0.0620 0.7215 0.3087 0.158
C 0.3231 -1.4406 -0.8516 -0.848
H 1.3680 2.1648 1.9847 0.211
H 1.3221 -1.3223 -0.6534 0.326
H -2.0954 -1.4088 0.0691 0.310
H -2.3363 -0.5004 -1.4170 0.277
H -2.5781 0.3915 0.1917 0.262
H 0.0691 -2.3930 -0.4464 0.345
H 0.1949 -1.4494 -2.0088 0.259
H -0.6261 1.5076 0.7865 0.189



Record 6
15
Properties=species:S:1:pos:R:3:mulliken_charge:R:1 method="wB97M-V/def2-TZVPD" homo_energy_ev=-8.52 e_above_lowest_kcal_mol=36.94 smiles="C/N=C/N(C)C=S"
S -3.2999 -1.0681 0.0270 -0.295
N -0.9360 0.1912 0.0913 0.083
N 1.1426 -0.8024 0.2307 -0.373
C 2.6097 -0.8712 0.0117 -0.698
C -1.6500 1.4821 0.0822 -0.921
C 0.4442 0.2273 -0.0078 0.150
C -1.6501 -0.9964 0.0528 -0.158
H -1.0057 -1.9057 -0.0888 0.295
H -2.3210 1.4948 -0.7658 0.357
H 3.0469 0.0741 -0.3085 0.293
H -2.2935 1.5051 0.9742 0.307
H -0.9279 2.3261 -0.0438 0.295
H 0.8234 1.2299 -0.2931 0.184
H 3.2011 -1.2443 0.8709 0.247
H 2.8162 -1.6424 -0.8332 0.234



Record 7
16
Properties=species:S:1:pos:R:3:mulliken_charge:R:1 method="wB97M-V/def2-TZVPD" homo_energy_ev="-8.66 / -8.45" e_above_lowest_kcal_mol=200.83
S 0.3610 -0.0336 0.5953 0.738
S -2.0923 1.2295 0.3643 -0.145
N 1.5768 -0.3773 1.5038 -0.603
N 2.9741 0.9728 2.9474 -0.505
C -0.0974 -1.7575 0.2967 -1.127
C 0.9480 0.5283 -1.1127 -0.996
C -0.9770 0.5993 1.5180 -0.331
C 2.2729 0.3765 2.2670 0.534
H 1.6020 -0.2781 -1.3658 0.411
H 0.1999 0.4546 -1.9432 0.368
H 0.2918 2.2456 1.6023 0.105
H -1.1694 -1.8886 0.1480 0.321
H -3.2560 1.2267 1.1702 0.167
H 0.4415 -2.2095 -0.5904 0.344
H 1.2718 1.5854 -1.1484 0.285
H 0.2479 -2.2556 1.0849 0.435



Record 8
16
Properties=species:S:1:pos:R:3:mulliken_charge:R:1 method="wB97M-V/def2-TZVPD" homo_energy_ev=-8.52 e_above_lowest_kcal_mol=35.87
S -1.4526 0.5227 2.8485 -0.198
S -2.4294 -0.1768 -0.8056 -0.309
N 0.2297 -0.1501 -1.2017 0.270
N 1.2503 0.1437 -2.1381 -0.721
C -1.0329 0.1509 -1.5862 -0.096
C -0.0640 0.7719 1.6919 -0.641
C 0.5983 -0.9057 -0.0696 -0.553
C 0.4861 -0.5183 1.1929 -0.122
H -2.2875 -0.0475 1.9353 0.103
H -1.0157 0.6778 -2.5513 0.325
H 0.8163 -1.2213 1.9511 0.319
H 0.6831 1.2937 2.2970 0.346
H -0.4051 1.4360 0.8853 0.311
H 1.9953 0.6246 -1.6471 0.274
H 1.6217 -0.7332 -2.4805 0.259
H 1.0065 -1.8683 -0.3218 0.434